Entry from OMol25: a structure of composition C21H49F6N5NiO8P (ωB97M-V/def2-TZVPD).

Last column: Mulliken charge in e.
Cartesian coordinates (Å):
H (5.4680, 1.4592, -3.2661)  0.330
H (0.0922, 1.3330, 4.0455)  0.353
O (4.2551, -0.8655, 1.1615)  -0.468
H (-2.6952, 2.9604, 5.3378)  0.283
O (-3.1273, 0.5576, 2.5586)  -0.746
N (-1.9089, 1.4023, 4.2067)  0.175
H (-0.9550, -4.1383, 0.6502)  0.110
H (-5.7551, -3.1781, -3.7468)  0.278
C (-4.8886, 0.4841, -1.0822)  -0.480
H (1.1483, 4.4014, -2.7887)  0.384
C (5.7716, 0.5516, -2.7444)  -0.764
H (7.7891, 0.2376, -3.2227)  0.508
N (1.4497, 4.7931, -0.7050)  0.140
F (-1.0617, 1.9238, 0.0524)  -0.417
C (-0.7157, 0.6036, 3.9876)  -0.524
O (-3.1942, -2.6091, -0.2899)  -0.443
C (-1.1482, -2.8134, 2.8971)  -0.079
Ni (-3.1757, -0.9614, 1.2414)  2.908
C (-5.1516, -3.7700, -3.0587)  -1.063
F (-1.5256, -0.3853, 0.3476)  0.174
C (0.9356, 4.5326, 0.5548)  0.073
N (-6.0927, 0.1571, -1.6404)  0.541
C (4.2950, -0.8362, -1.3666)  -0.634
N (-0.3266, -3.8996, 2.7033)  0.349
H (9.3604, 1.9654, -1.9864)  0.339
C (2.8324, 5.2893, -0.9905)  -0.948
H (5.0403, -1.6256, -1.4638)  0.341
H (-0.5997, 0.0881, 3.0343)  -0.166
O (4.9576, 0.4533, -1.6020)  -0.129
H (-6.6185, -0.9593, 0.1625)  0.094
H (9.1508, 2.1487, -0.3095)  0.246
F (0.8571, 1.3343, -1.1753)  -0.320
C (5.1358, 0.2576, 1.4502)  -0.447
H (3.4936, -1.0794, -2.0643)  0.413
C (0.4898, -4.3471, 3.8121)  -0.989
H (-1.0054, -2.3931, 3.9046)  0.038
H (5.5967, 0.2991, 2.4371)  0.315
H (-3.6382, 2.2478, 3.7549)  0.231
H (-4.2125, 0.9738, -1.8001)  0.299
F (0.3443, 0.5301, 0.9385)  -0.421
O (7.5897, 1.2656, -1.2898)  -0.256
H (-2.6857, -2.3150, -3.6009)  0.412
H (-5.8518, -4.2892, -2.4043)  0.362
H (-1.5570, 2.1877, 6.2701)  0.327
C (-2.9836, 1.4145, 3.4559)  -0.156
H (-6.7742, 0.1558, -3.7180)  0.311
H (5.6428, -0.2899, -3.4252)  0.347
H (9.5858, 0.5126, -1.0476)  0.315
H (3.3504, 5.6474, -0.1009)  0.323
O (-4.3532, -0.0310, -0.1049)  -0.852
H (0.2234, 3.3429, -1.6376)  0.162
C (8.9960, 1.4270, -1.1115)  -0.872
H (-0.5737, -5.6015, 1.5102)  0.393
H (2.9949, 5.7254, -1.9761)  0.393
C (-3.8754, -3.3007, -1.0463)  -0.960
C (0.6238, 4.3372, -1.8354)  -0.914
P (-0.4470, 0.5009, -0.4354)  1.257
H (-0.0614, 4.0655, 0.5444)  0.343
H (6.0503, 0.3029, 0.8588)  0.055
C (-6.9961, -0.5923, -0.7919)  -1.036
F (-1.4101, 0.6739, -1.7983)  -0.453
H (3.2742, 4.3797, -1.3975)  0.283
C (3.5427, -0.7319, -0.0311)  -0.201
H (-4.5604, -4.4433, -3.6793)  0.356
C (-0.2753, -4.5600, 1.3907)  -0.914
H (2.9924, -1.6715, 0.0179)  0.269
F (0.0105, -0.9497, -1.0426)  -0.436
O (1.4975, 4.7056, 1.6017)  -0.633
H (-7.4365, 1.3873, -2.7029)  0.334
H (-0.0482, -4.0539, 4.7136)  0.346
O (-2.0382, -2.4157, 2.1482)  -0.558
C (-3.4713, -1.8904, -2.9760)  -0.893
H (4.5724, 1.1702, 1.2556)  0.243
H (-0.7179, -0.1254, 4.7979)  0.278
H (-0.1197, 5.0924, -2.0903)  0.324
C (-6.5337, 0.8008, -2.8729)  -0.957
H (-4.0468, -1.2623, -3.6559)  0.321
N (-4.2253, -2.9888, -2.2554)  0.645
H (-7.9527, -0.0961, -0.6287)  0.371
H (-4.3238, -4.2467, -0.7054)  0.332
H (0.6550, -5.4230, 3.8680)  0.342
H (-7.2847, -1.4986, -1.3242)  0.288
H (7.3926, -0.7070, -1.8895)  0.300
C (-1.7412, 2.4448, 5.2270)  -0.877
H (-0.8492, 3.0150, 4.9678)  0.342
C (7.2027, 0.2826, -2.3050)  -0.531
H (2.7822, 0.0489, -0.0224)  0.224
H (-2.8973, -1.2361, -2.3198)  0.003
H (-5.7278, 1.4245, -3.2598)  0.316
H (1.4821, -3.9283, 3.9798)  0.321
H (0.6910, -4.7859, 0.9396)  0.375

Summary:
- Net charge: 0
- <S²>: 3.75
- Gap between HOMO and LUMO (spin up / spin down): 0.1164 / 0.3133 hartree
- Highest occupied orbital energy (spin up / spin down): -2.63 / -8.08 eV
- LUMO level (spin up / spin down): 0.0198 / 0.0165 hartree
- Spin multiplicity: 4



Entry from OMol25: a cluster of 8 separate species, C21H49N8O10 in total (ωB97M-V/def2-TZVPD).

Last column: Mulliken charge in e.
Cartesian coordinates (Å):
C (4.0429, -1.0609, 1.9433)  0.615
N (3.0811, -1.3323, -2.3757)  -0.027
C (-4.3160, 0.6854, -1.1418)  0.769
H (4.0442, -2.9735, -3.2879)  0.401
H (0.3402, 3.2914, 2.3761)  0.228
O (0.4323, 0.6182, -0.9129)  -0.571
C (3.4135, 1.0445, -2.7099)  -0.922
H (-2.4901, 0.9789, -0.3426)  -0.365
O (-1.4855, -5.2073, 2.1016)  -0.730
H (-0.1217, 3.8587, 0.7119)  0.159
H (-5.3455, -1.1277, -0.7332)  0.359
H (1.6708, 5.0370, 3.0116)  0.232
H (3.2975, 1.2654, -1.6488)  0.153
H (-1.2339, -2.0349, -2.0201)  -0.252
N (-0.0197, -0.1973, -0.0738)  0.603
O (-5.2968, 1.1184, -1.7579)  -0.747
H (-0.2206, -2.9540, 0.2971)  -0.106
H (-3.9312, 3.1978, -1.4149)  0.423
H (3.9423, 5.5475, 3.3411)  0.347
H (-3.7472, -1.3420, -1.3639)  0.066
H (-2.2188, 3.2626, -1.0246)  0.119
C (-2.2022, -1.3952, -3.7670)  0.385
H (-1.3494, -4.6043, -1.3034)  0.321
H (3.3547, -3.8777, 2.0987)  0.337
O (-1.1131, 0.0347, 0.5103)  -0.964
H (2.3679, -0.9635, -1.7613)  0.013
C (3.6106, 5.4004, 2.3163)  -0.931
H (2.6219, -3.6674, 0.5001)  0.132
H (-2.7998, 2.6268, -2.6291)  0.190
H (-0.4191, -2.6246, -3.4718)  0.287
C (-2.0952, 1.4446, 3.9305)  0.886
N (-3.1932, 1.3799, -0.9615)  1.124
N (-2.4231, 1.7916, 2.6879)  0.232
H (-3.3810, 0.0711, -5.9117)  0.337
C (-2.9715, 2.6903, -1.5558)  -0.933
H (-0.6656, 0.1039, 4.8182)  0.343
O (2.7454, 3.6895, 0.3565)  -0.636
C (1.9717, 3.9657, 1.2546)  0.332
O (5.1896, -1.3960, 2.2276)  -0.722
C (3.3904, -3.2942, 1.1750)  -0.983
H (3.3224, 0.7331, 2.9751)  0.261
H (-1.7283, 0.5482, -3.7063)  0.268
C (-1.1232, -2.9901, 2.7867)  -0.758
H (-0.0041, 0.7740, 3.3651)  0.011
H (-4.2027, 1.5372, 1.6498)  0.234
C (-3.4899, 0.4032, -4.8795)  -0.980
O (4.5050, -0.6057, -4.0166)  -0.714
H (-0.5093, -2.1149, 2.5772)  0.056
H (4.3593, 4.8050, 1.7917)  0.302
N (3.1334, -1.9012, 1.4325)  0.211
N (2.2975, 4.8083, 2.2646)  -0.165
C (0.5843, 3.2927, 1.3131)  0.046
H (0.3723, -4.8162, -1.0285)  0.271
H (3.2368, -3.3479, -1.7472)  0.181
C (3.1959, -2.7426, -2.6510)  -0.841
N (-2.3223, -0.1150, -4.1770)  -0.160
C (-0.9429, -1.7729, -3.0382)  0.034
H (-2.1498, -2.6651, 2.9609)  0.270
H (2.3168, -3.0564, -3.2280)  0.221
C (-1.1545, -4.0745, 1.7474)  0.742
N (-0.7183, -3.8128, 0.5084)  0.290
H (-4.3320, 2.6362, 3.0708)  0.404
C (-3.7043, 2.2948, 2.2501)  -0.997
H (-0.7449, -3.4947, 3.6731)  0.368
H (4.3771, -3.4701, 0.7434)  0.321
C (-0.6719, 1.0011, 4.2044)  -0.794
H (4.2437, 1.6271, -3.1070)  0.366
H (-3.6236, 3.2195, 1.6715)  0.293
O (0.6572, -1.2329, 0.2329)  -0.571
O (-2.8317, 1.5746, 4.9052)  -0.705
H (4.4451, 1.0876, 1.6588)  0.352
H (0.7730, 2.3098, 0.8919)  -0.295
H (-3.4125, 1.4906, -4.8785)  0.363
H (3.6812, 6.3326, 1.7424)  0.292
H (-0.1696, -1.0011, -2.9666)  0.129
C (3.6659, 0.4072, 1.9917)  -0.583
H (-0.1646, 1.8228, 4.7133)  0.262
H (-4.4433, 0.1657, -4.4140)  0.287
H (2.5303, 1.4634, -3.1975)  0.225
H (2.2871, -1.4964, 1.0445)  0.262
H (-1.7424, 1.6147, 1.9623)  -0.146
O (-3.1149, -2.2152, -3.8149)  -0.665
C (-0.6016, -4.8123, -0.5339)  -1.073
C (3.7184, -0.3990, -3.1044)  0.857
C (-4.3283, -0.7468, -0.6559)  -0.828
H (2.8310, 0.6147, 1.3088)  -0.055
H (-0.7538, -5.8219, -0.1603)  0.423
H (-4.0258, -0.9096, 0.3790)  0.225

Summary:
- Net charge: -1
- Gap between HOMO and LUMO: 0.3436 hartree
- Highest occupied orbital energy: -7.20 eV
- Relative energy (zero: lowest compared OMol25 entry of this formula, charge and spin): 0.0 kcal per mole
- LUMO level: 0.0791 hartree
- Spin multiplicity: 1



Entry from OMol25: a cluster of 4 separate species, C21H50ClFN4OP in total (ωB97M-V/def2-TZVPD).

Last column: Mulliken charge in e.
Cartesian coordinates (Å):
C (1.4436, 1.4780, 3.6855)  -1.003
H (0.8000, -1.3607, 0.5984)  0.382
H (-6.9939, -0.5090, 3.3846)  0.252
C (2.3446, 0.8358, 2.6312)  -0.714
C (1.7454, 2.5157, 0.2255)  -1.277
H (-3.5329, -1.2064, 5.9728)  0.381
H (-3.7059, 0.1281, 1.5298)  0.485
H (2.0460, 3.1125, 1.0911)  0.462
H (3.4517, -2.0197, -1.0848)  0.346
H (-3.2349, -0.8897, 3.6764)  0.408
C (1.0257, 2.4338, -3.5999)  0.618
C (-5.9499, 0.8172, 4.7860)  -0.697
H (6.1291, -0.7955, -6.2873)  0.323
C (-4.2323, -0.4585, 3.5342)  -0.182
H (2.6405, 2.2446, -0.3404)  0.237
H (2.0462, 2.1002, 4.3544)  0.377
O (1.0014, 4.8533, -4.1726)  -0.392
H (3.4890, -1.6937, -6.3151)  0.416
H (-5.7982, 1.7144, 4.1769)  0.384
H (-6.1591, 1.2107, 5.7881)  0.338
H (2.2296, -1.3816, -5.1772)  0.246
N (-4.6979, 0.0671, 4.8157)  0.085
C (3.5477, -2.3278, -2.1314)  -1.169
H (-5.0729, -2.8974, 6.5566)  0.391
H (-7.6366, -0.5432, 5.0358)  0.285
C (2.9505, -3.4054, -5.1494)  -1.024
N (-1.7341, 2.1961, -2.0333)  -0.670
C (1.0093, -0.9568, 1.5967)  -0.887
H (-4.7846, -0.3951, 6.8579)  0.355
H (-0.9669, -0.1422, 2.0841)  0.225
H (-0.8305, -1.8932, 2.2191)  0.500
F (-0.5447, 1.1355, -5.0678)  -0.275
H (2.9295, 0.0380, 3.1051)  0.358
H (4.4159, -0.4137, -2.5195)  0.382
H (1.1282, 3.1567, -0.4090)  0.336
H (0.0392, 1.6016, 1.1423)  -0.119
H (-6.4795, -1.9621, 6.0872)  0.224
H (-4.8757, -1.2692, 3.1717)  0.184
C (-0.2975, -0.9506, 2.3856)  -0.956
H (5.5894, -2.8382, -4.0692)  0.256
H (3.8773, -3.9686, -5.0191)  0.240
N (1.7088, 0.3148, 1.4255)  0.263
C (3.7097, -1.0925, -3.0139)  -0.274
H (5.5743, -2.4615, -6.5528)  0.296
H (-1.6158, 4.4268, -3.0550)  0.037
C (1.6028, 3.9397, -3.5650)  0.418
H (0.9547, 0.7284, 4.3090)  0.286
H (-3.4296, 1.3949, 2.7308)  0.278
P (-1.7225, 3.0376, -3.4187)  0.252
H (1.7632, 1.7190, -4.0996)  -0.049
C (-4.5845, -0.9005, 5.9055)  -0.694
H (2.6420, -2.8830, -2.3781)  0.279
C (5.5268, -1.8177, -4.4666)  -0.316
H (6.1773, -1.1972, -3.8400)  0.423
H (0.8030, 2.0137, -2.5567)  -0.371
H (-5.4046, -2.6366, 4.8466)  0.269
C (-0.2968, 2.4789, -4.5433)  -0.487
H (4.4033, -3.0044, -2.1933)  0.296
C (-5.4389, -2.1638, 5.8303)  -0.961
H (-1.6542, 2.8500, -1.2255)  0.127
H (2.7626, -0.5410, -3.0259)  0.001
H (2.2840, -3.6359, -4.3177)  0.285
H (-2.9624, 2.8591, -4.0933)  0.051
H (7.1530, -2.1645, -5.8359)  0.436
N (4.1682, -1.2905, -4.3886)  0.203
H (0.6332, 0.7903, -0.2990)  0.451
C (3.1886, -1.9017, -5.2826)  -0.597
C (-7.1949, 0.0965, 4.2706)  -0.973
C (0.9522, 1.2791, 0.6281)  -0.249
H (2.4662, -3.7823, -6.0552)  0.394
C (6.1205, -1.8058, -5.8702)  -1.431
H (-7.9574, 0.8312, 3.9954)  0.367
H (-0.1193, -0.8778, 3.4596)  0.205
C (-4.1077, 0.5902, 2.4352)  -1.570
Cl (3.1496, 4.4123, -2.6773)  -0.251
H (-5.0744, 1.0264, 2.1718)  0.400
H (1.6922, -1.6859, 2.0498)  0.439
H (3.0977, 1.5723, 2.3314)  0.422
H (0.6769, 2.1206, 3.2483)  0.234

Summary:
- Net charge: -1
- Gap between HOMO and LUMO: 0.1860 hartree
- Highest occupied orbital energy: -2.62 eV
- LUMO level: 0.0898 hartree
- Spin multiplicity: 1



> net charge of number 1 (C21H49F6N5NiO8P)?

0